Here is a molecular structure, C12H25O4PRu at a distorted geometry from the OMol25 dataset. Energies are from ωB97M-V/def2-TZVPD.

The highest occupied orbital energy (alpha / beta) comes out at -0.8626 / -0.9477 Ha. Its multiplicity is 5. The calculation puts the HOMO-LUMO gap (alpha / beta) at 0.255 / 0.177 Eh. The expectation value of S² is 6.02. The value obtained for the LUMO energy (alpha / beta) is -16.55 / -20.98 eV. Its electronic energy is -1207.336078 Eh. Its charge is +4.

```
43
Properties=species:S:1:pos:R:3:forces:R:3:mulliken_charge:R:1
Ru -0.12232 -0.09273 -0.10325 -0.754 3.068 -3.355 0.124
C 1.05406 -0.62524 -1.53179 5.355 -2.450 -4.676 0.292
O 1.84527 -0.91643 -2.32885 -3.644 1.466 3.356 -0.091
C 1.15915 -0.35591 1.22756 6.978 -0.894 7.178 0.145
O 1.94517 -0.55062 2.07020 -3.795 0.790 -3.953 -0.080
C -1.27872 0.92045 1.03590 -4.358 3.383 5.763 0.296
O -1.92803 1.53370 1.77853 2.911 -2.530 -3.607 -0.077
C 0.17756 -3.74484 -0.14939 1.113 -3.646 0.403 0.474
P -0.91880 -2.25357 0.07206 0.187 0.627 -0.053 0.672
H -2.88811 -2.91365 -1.11469 0.165 0.010 0.068 0.720
H 0.62090 -3.61569 -1.15250 -0.491 0.709 -0.439 0.599
C -2.08753 -2.69382 1.46835 -2.753 -1.363 2.603 0.355
H -2.34762 -3.75313 1.29778 0.319 0.141 -0.562 0.515
C -0.65340 -5.03251 -0.11621 -0.507 1.202 0.176 -1.416
H -1.52201 -5.01721 -0.78571 0.222 -0.200 -0.082 0.442
H -0.99835 -5.23803 0.90452 0.268 -0.295 -0.091 0.476
H -0.01862 -5.87553 -0.42041 0.109 -0.227 -0.128 0.437
C 1.32755 -3.84048 0.85896 -0.797 2.045 0.597 -1.085
H 0.95334 -4.00463 1.87822 0.408 -0.356 -0.044 0.311
C -2.56418 -0.81937 -1.57314 -0.019 0.191 1.732 -0.421
H 1.97222 -2.95335 0.86525 -0.021 -0.295 -0.056 0.419
H 1.95528 -4.70706 0.59764 -0.072 -0.403 -0.220 0.401
C -1.40001 -2.82270 -2.66008 1.250 -0.454 1.185 -1.488
H -1.79823 -0.03947 -1.30276 -0.729 -0.055 -0.745 0.099
H -2.80848 -0.66922 -2.62852 0.177 0.024 -0.414 0.145
H -3.46499 -0.62516 -0.97896 0.289 0.129 -0.051 0.291
C -2.04900 -2.25538 -1.38791 -2.228 -1.005 -2.973 -0.032
H -2.03723 -2.56670 -3.51688 -0.283 0.000 -0.092 0.478
H -1.29107 -3.91407 -2.62367 -0.175 0.266 -0.182 0.422
H -0.41313 -2.38188 -2.85164 -0.212 0.034 -0.314 0.361
C -3.39735 -1.90019 1.45828 0.849 0.833 -1.422 -1.269
H -3.22951 -0.82624 1.60549 -0.246 -0.177 0.247 0.290
H -4.02291 -2.26055 2.28616 0.026 -0.210 0.191 0.453
H -3.96701 -2.04425 0.53382 -0.108 -0.114 0.325 0.414
C -1.38252 -2.59304 2.82210 1.915 0.634 -0.941 -1.058
H -0.99633 -1.58067 3.00541 -0.245 -0.148 0.308 0.371
H -0.54710 -3.29861 2.90783 -0.299 0.078 0.212 0.181
H -2.10655 -2.82921 3.61606 -0.350 -0.128 -0.025 0.429
H -2.37035 0.39059 -4.21536 0.218 0.327 0.056 0.203
H -1.94992 0.91759 -3.85963 -0.243 -0.278 -0.249 -0.030
O 0.59664 2.16358 -1.04302 -0.642 -0.949 0.720 -0.507
H 1.15189 2.62392 -0.38462 0.074 0.113 -0.273 0.377
H -0.08278 2.81301 -1.29869 0.136 0.108 -0.174 0.361
```
Positions in Å, forces in eV/Å.

---

Here is a molecular structure, C12H26BCsF4N5O4 at a distorted geometry from the OMol25 dataset. Energies are from ωB97M-V/def2-TZVPD.

The highest occupied orbital energy comes out at -0.2202 Ha. The calculation puts the HOMO-LUMO gap at 0.299 Eh. The value obtained for the LUMO energy is 2.15 eV. Its electronic energy is -1492.365673 Eh. Its charge is -1.

```
53
Properties=species:S:1:pos:R:3:forces:R:3:mulliken_charge:R:1
Cs 0.32517 -0.30153 0.10477 -0.671 -2.328 -0.041 1.096
C -2.26291 -2.32751 2.29114 -0.068 0.024 0.037 -0.488
O -1.16663 -1.54290 2.72364 0.024 0.002 0.030 -0.208
C -1.48718 -0.72005 3.81517 0.019 0.042 0.017 -0.407
C -0.21806 -0.03981 4.28424 -0.008 -0.010 0.001 -0.626
O 0.36659 0.76606 3.28902 0.029 -0.020 -0.070 -0.243
C -0.18900 2.06800 3.20030 0.027 0.067 -0.024 -0.285
H -2.61055 -2.98467 3.09655 -0.005 0.009 0.008 0.308
H -1.93305 -2.93620 1.46003 0.012 -0.064 -0.072 -0.010
H -3.09618 -1.69119 1.96936 -0.006 0.006 0.004 0.305
H -1.90215 -1.31684 4.64206 0.009 0.012 -0.012 0.343
H -2.25020 0.01827 3.52677 0.007 -0.014 0.008 0.294
H 0.51457 -0.81140 4.53106 -0.007 0.011 0.005 0.289
H -0.42601 0.54553 5.19104 0.003 -0.008 -0.012 0.380
H 0.09753 2.66501 4.07452 -0.022 -0.012 0.019 0.264
H -1.28268 2.03947 3.14099 -0.005 -0.013 -0.013 0.249
H 0.20042 2.52722 2.29356 0.000 0.024 0.005 -0.088
N 1.69404 2.45956 -2.59392 0.017 -0.001 -0.035 -0.407
C 2.09245 3.37343 -1.51699 -0.035 0.035 -0.016 -0.640
C 1.20962 3.19875 -0.26502 0.107 0.044 0.043 0.449
O 0.79883 4.22032 0.29454 -0.007 0.079 0.038 -0.692
O 1.00001 1.99885 0.08981 0.515 1.996 -0.055 -0.819
H 2.26284 2.62245 -3.41781 -0.029 -0.006 0.025 0.183
H 0.73566 2.65930 -2.86034 0.011 -0.004 0.000 0.196
H 2.06241 4.43035 -1.79903 0.000 -0.018 0.004 0.307
H 3.11781 3.12398 -1.23049 0.003 0.022 0.022 0.299
C -1.82533 -0.47620 -3.67307 -0.065 0.008 0.054 -0.661
N -0.48557 -0.97467 -3.36681 0.077 -0.024 0.105 0.200
C 0.45587 -0.37045 -4.30731 0.025 0.044 0.019 -0.691
N 0.11887 -0.66482 -5.70582 0.011 0.005 -0.007 0.071
C -1.24083 -0.17719 -5.94982 -0.019 0.020 -0.022 -0.694
N -2.23035 -0.77595 -5.05233 0.011 0.015 -0.011 -0.003
C -2.17240 -2.23405 -5.22747 -0.056 -0.020 -0.004 -0.689
N -0.84191 -2.77325 -4.96192 0.023 -0.022 -0.013 0.164
C -0.48703 -2.43228 -3.57781 -0.029 -0.030 -0.011 -0.883
C 0.10465 -2.12445 -5.86040 0.010 -0.013 -0.029 -0.694
H -1.84452 0.60828 -3.53013 -0.002 -0.004 -0.002 0.305
H -2.53683 -0.93906 -2.98576 0.014 -0.002 -0.008 0.309
H 1.45865 -0.74917 -4.09753 -0.006 0.013 -0.001 0.257
H 0.46222 0.71083 -4.16056 0.010 -0.018 -0.008 0.273
H -1.51718 -0.40687 -6.98249 0.001 0.006 0.002 0.329
H -1.25465 0.90771 -5.81679 0.001 0.002 -0.004 0.331
H -2.45870 -2.47277 -6.25566 0.003 -0.003 0.004 0.329
H -2.88319 -2.70081 -4.54351 0.005 -0.001 -0.003 0.353
H 0.50121 -2.83114 -3.34776 0.016 0.003 -0.005 0.285
H -1.20282 -2.89197 -2.90196 0.008 0.021 -0.036 0.409
H -0.15939 -2.36453 -6.89434 0.003 -0.001 0.002 0.348
H 1.10683 -2.50818 -5.65609 0.000 0.001 -0.006 0.337
F -0.11069 -3.55572 -0.62317 0.153 0.139 0.079 -0.372
B -1.33425 -4.25581 -0.76059 -0.017 0.058 -0.055 0.507
F -2.35612 -3.29442 -0.98305 -0.073 0.099 0.021 -0.393
F -1.60583 -4.96033 0.41451 -0.032 -0.073 0.125 -0.395
F -1.26235 -5.11584 -1.85461 0.010 -0.101 -0.102 -0.382
```
Positions in Å, forces in eV/Å.

---

Here is 6 unconnected molecules or ions with the total composition C12H26F8N6O18S8 at a distorted geometry from the OMol25 dataset. Energies are from ωB97M-V/def2-TZVPD.

The highest occupied orbital energy comes out at -0.1717 Ha. The calculation puts the HOMO-LUMO gap at 0.146 Eh. The value obtained for the LUMO energy is -0.69 eV. Its electronic energy is -6139.923777 Eh. Its charge is -2.

```
78
Properties=species:S:1:pos:R:3:forces:R:3:mulliken_charge:R:1
C -1.66593 19.44223 14.66146 0.057 -0.565 -0.180 -0.640
C -2.14049 19.95294 15.95989 3.344 2.035 0.892 0.839
O -1.56094 20.80116 16.60707 -2.135 -1.507 -0.704 -0.495
N -3.33839 19.22576 16.50329 0.895 1.758 0.978 1.319
H -4.15119 19.48688 15.93173 -0.169 0.373 -0.093 -0.352
H -3.17545 18.23940 16.28434 0.132 -0.795 0.604 0.449
C -3.54884 19.63787 17.95200 -1.123 -0.716 -0.740 -0.653
H -1.47680 18.37870 14.82158 -0.810 -0.339 -0.533 0.149
H -0.67837 19.74758 14.31910 -0.199 0.972 0.498 0.227
H -2.44327 19.72557 13.95083 0.096 -0.743 -0.468 0.205
H -2.88954 19.04622 18.58180 -0.070 0.273 0.049 0.398
H -4.60635 19.45695 18.14372 0.150 -0.501 0.335 -0.036
H -3.46261 20.71639 18.05989 0.682 -0.177 -0.225 0.423
C -7.31089 18.59180 17.61772 -0.299 0.421 -0.614 -1.766
C -8.39510 17.52439 17.88764 -1.596 -1.196 -1.810 1.468
C -8.65255 16.56361 16.62339 2.247 1.627 -0.285 -1.156
C -9.05151 15.08912 16.85202 -0.958 0.669 0.800 -0.891
C -8.42721 14.38966 18.12380 0.270 0.768 -0.473 -1.105
C -7.28609 15.22814 18.80004 0.087 -0.582 0.162 1.464
N -7.92209 16.59975 18.95528 1.612 3.315 7.122 1.024
O -7.89537 17.10450 20.16000 -0.509 -2.664 -6.356 -0.332
C -5.93820 15.37497 18.00744 -0.704 0.443 -0.814 -1.424
C -7.00302 14.65043 20.19649 0.205 -0.400 0.159 -1.781
C -9.79357 18.13770 18.30767 1.340 -0.579 1.144 -1.628
H -7.23910 19.27481 18.46323 0.604 -0.434 0.264 0.558
H -7.52868 19.27237 16.78987 -1.191 -0.196 -0.107 0.503
H -6.39418 18.21660 17.16211 0.315 -0.514 1.032 0.049
H -7.75150 16.68917 16.01704 0.535 -0.752 0.301 0.227
H -9.23913 17.18909 15.94830 -1.106 -0.607 0.273 0.736
H -8.98217 14.49380 15.94310 0.523 0.152 0.019 0.373
H -10.12914 15.19681 16.99352 -0.163 -0.578 0.322 0.381
H -8.05576 13.37590 17.97304 0.382 0.212 -0.578 0.517
H -9.17349 14.19511 18.89534 -0.266 0.491 -0.031 0.381
H -5.21453 15.96588 18.56688 0.016 -0.405 0.259 0.361
H -6.01933 15.84425 17.02544 -0.445 0.288 0.096 0.046
H -5.57557 14.39552 17.69488 0.072 -0.220 0.739 0.556
H -7.92307 14.49855 20.76126 -0.029 0.240 0.061 0.484
H -6.25553 15.14029 20.82096 -0.264 0.701 -0.253 0.241
H -6.54171 13.66380 20.12162 -0.220 -0.149 -0.659 0.410
H -10.30744 18.55829 17.44671 0.118 -0.143 0.058 0.353
H -9.68763 18.86771 19.11058 0.269 0.346 -0.315 0.415
H -10.35574 17.35590 18.82046 -0.375 -0.192 -0.546 0.490
N 3.61609 20.10523 16.81066 -2.900 -2.309 -0.592 -0.375
S 2.03681 20.04032 16.32201 -1.512 -4.140 1.826 1.253
O 1.58073 20.77537 15.18933 0.433 0.361 0.225 -0.546
O 1.18346 19.83825 17.47636 0.812 0.746 -1.465 -0.530
F 2.17341 18.55500 15.72963 -0.077 0.321 0.012 -0.285
S 3.83595 21.56780 16.67156 4.158 8.272 -1.567 1.092
O 2.89791 22.55530 17.15767 -0.681 -1.277 0.026 -0.605
O 4.47281 22.01162 15.41816 -0.592 -1.263 1.590 -0.680
F 4.99213 21.78386 17.76749 0.427 -0.681 -0.089 -0.314
N -2.53214 16.55603 16.07541 -1.685 -2.608 -2.348 -0.261
S -2.81005 15.25656 15.00286 -3.342 1.086 -1.651 0.908
O -3.00374 13.93699 15.52256 1.147 0.419 0.624 -0.593
O -2.31770 15.41089 13.67312 0.600 0.250 0.877 -0.596
F -4.33211 15.70660 14.86792 -0.495 0.152 -0.309 -0.195
S -1.39924 15.91332 16.86993 7.011 0.983 4.382 0.888
O -0.21895 15.62051 16.06575 -1.894 -1.062 0.114 -0.684
O -1.64933 15.14543 18.06495 -0.833 -0.138 -1.542 -0.625
F -0.84402 17.25710 17.55292 -0.833 0.606 -0.027 -0.257
N -3.39858 17.26098 22.44598 -2.423 4.540 -3.821 -0.191
S -4.74220 17.95383 21.69570 1.708 3.417 -2.000 0.883
O -5.76864 18.66097 22.44384 0.822 -2.077 -0.134 -0.624
O -5.05255 17.36123 20.42285 -0.903 -1.210 0.662 -0.228
F -3.95538 19.19654 21.11365 0.741 0.572 0.292 -0.324
S -4.09664 16.41644 23.45025 1.270 -6.108 6.230 0.969
O -4.79279 15.27239 22.87048 -1.025 1.508 0.620 -0.598
O -4.44877 16.95310 24.76800 -0.534 -0.430 -2.491 -0.627
F -2.71034 15.67885 23.83007 0.062 -0.175 0.459 -0.326
N -5.44570 19.98264 14.97228 -1.552 3.836 1.198 -0.082
S -6.04592 21.53581 14.60168 -0.012 4.613 4.579 0.978
O -7.44084 21.82967 14.45330 0.507 -1.325 -0.307 -0.593
O -5.13167 22.43877 13.95128 -0.353 -1.700 -0.131 -0.585
F -5.86017 21.91178 16.16418 0.123 0.143 -0.091 -0.321
S -5.56975 19.55643 13.54400 0.505 -8.541 -6.572 0.856
O -4.37404 19.69162 12.72071 -2.165 0.780 0.835 -0.647
O -6.93512 19.57458 13.02925 1.869 1.256 -0.167 -0.633
F -5.50638 17.91353 13.81223 0.289 1.052 0.373 -0.291
```
Positions in Å, forces in eV/Å.

---

Relative energy (zero: lowest compared OMol25 entry of this formula, charge and spin) in kJ/mol, matching the order above: 50.1; 88.3; 0.0